1.
9
Properties=species:S:1:pos:R:3:forces:R:3 method="wB97M-V/def2-TZVPD" homo_lumo_gap_ev=8.89 smiles="C#CC1=CC1" lumo_ev=0.300
C 2.63760 0.01772 -0.03497 0.105 -0.458 0.625
C 1.42994 0.03787 0.02399 0.081 -0.398 -0.624
C 0.03237 -0.08264 0.01800 -4.884 -1.822 -0.247
C -1.14350 -0.82942 0.00852 3.762 2.322 -0.366
C -1.39125 0.63232 0.06054 0.233 0.149 0.713
H 3.69484 -0.20003 0.09234 -0.750 0.501 -0.306
H -1.72623 -1.65205 -0.39271 0.561 -0.264 0.590
H -1.97446 0.97209 -0.87084 1.347 0.456 1.517
H -1.55931 1.10413 1.09514 -0.456 -0.486 -1.902



2.
9
Properties=species:S:1:pos:R:3:forces:R:3 method="wB97M-V/def2-TZVPD" homo_lumo_gap_ev=8.87 smiles="C=C=C=C=C" lumo_ev=0.004
C 0.59811 1.43817 0.86509 -0.124 0.255 -0.198
C -0.14449 1.31209 -0.21144 0.100 -0.099 0.118
C -0.79437 0.72440 -1.16390 0.216 -0.274 0.328
C -0.75629 -0.57401 -1.10387 0.176 -0.136 0.280
C -0.38930 -1.69880 -0.55940 -0.187 0.174 -0.274
H 0.14168 1.45092 1.84840 0.031 0.204 -0.039
H 1.67923 1.47100 0.78796 -0.061 0.201 0.017
H 0.22394 -1.38285 0.30244 -0.037 -0.418 -0.049
H -0.55852 -2.74092 -0.76527 -0.113 0.094 -0.183



3.
9
Properties=species:S:1:pos:R:3:forces:R:3 method="wB97M-V/def2-TZVPD" homo_lumo_gap_ev=10.22 lumo_ev=0.533
C -0.10255 -1.14310 0.73398 -0.881 0.683 0.221
C -0.17209 -2.28889 0.18961 -0.094 -0.216 -0.298
C -0.03345 0.20901 0.36959 1.468 -0.958 -0.973
C -0.12680 1.48551 0.67555 0.010 -0.596 -0.503
C 0.24092 -0.77732 -0.82688 -5.231 2.613 0.151
H 0.06782 2.29089 -0.01392 0.027 -0.136 -0.184
H -0.45801 1.72420 1.64693 -0.221 0.419 1.015
H 1.15287 -1.03424 -1.14499 3.426 -0.281 -1.090
H -0.56872 -0.46607 -1.62987 1.496 -1.527 1.660



4.
60
Properties=species:S:1:pos:R:3:forces:R:3 method="wB97M-V/def2-TZVPD" homo_lumo_gap_ev=8.59 lumo_ev=-0.267
C -0.60748 -3.42224 0.21282 0.906 0.797 1.678
C 0.10623 -2.35086 1.19121 -1.656 -0.934 -0.824
C -0.47387 -0.92898 1.13079 1.165 0.474 3.479
C -1.44502 -0.65800 2.39740 -0.191 -2.315 -2.559
N -1.32707 0.70273 2.82393 -1.319 0.919 0.496
C -1.70517 1.72503 1.82766 1.523 0.354 -0.122
N 0.21707 -3.57151 -0.96713 2.413 1.949 -1.643
H -0.64762 -4.28198 0.91176 0.139 -0.356 -1.151
H -1.63400 -3.20865 -0.04218 -0.509 0.530 0.153
H 0.08449 -2.82479 2.19062 -0.116 0.768 -0.257
H 1.13936 -2.30940 0.91290 0.654 -0.109 -0.278
H 0.33770 -0.18288 1.34102 -0.237 -0.642 -0.550
H -0.86438 -0.69399 0.16019 -0.592 0.128 0.126
H -2.40914 -1.09244 1.97457 0.178 1.130 1.000
H -1.17483 -1.31649 3.24058 0.179 0.330 -0.499
H -1.93119 0.88044 3.63964 0.631 -0.409 -0.340
H -2.61450 2.27316 2.03513 -0.542 -0.261 0.026
H -0.90947 2.48677 1.86880 -0.695 0.034 -0.341
H -1.68674 1.34048 0.80119 -0.245 -0.006 0.327
H -0.15641 -3.71242 -1.92030 -0.533 -0.238 1.276
H 0.83175 -2.68691 -1.11075 -1.374 -1.982 0.577
H 0.68712 3.46481 -1.61070 -0.359 0.613 -0.914
H 0.76668 4.12950 -0.41673 -0.408 1.027 0.888
O 0.33522 4.31251 -1.26373 1.378 -1.269 0.254
H 1.42522 -1.04258 -4.47697 -0.506 -0.024 0.015
H 1.06074 0.40051 -3.91213 -0.276 -0.447 -0.395
O 1.76804 -0.19326 -4.20254 0.527 0.702 0.307
H 2.37681 0.18492 -0.94769 0.151 0.307 0.150
H 1.48219 -0.18962 -2.14585 0.222 0.101 -0.336
O 1.75413 -0.47347 -1.27248 -0.364 -0.349 0.276
H 3.78350 -1.08264 1.63881 -0.502 0.294 -0.232
H 4.52514 0.19934 1.58207 -0.353 0.217 0.143
O 3.63084 -0.12682 1.76699 0.704 -0.554 -0.061
H -2.84797 2.94481 -1.33806 0.161 0.361 0.058
H -1.67434 4.00453 -1.07475 -0.235 0.021 0.054
O -1.92990 3.07320 -1.06723 -0.399 -0.268 0.123
H 4.45694 2.17622 -0.90825 0.369 0.190 -0.526
H 3.76718 1.61426 -2.25422 0.581 0.352 0.053
O 3.75569 1.65660 -1.29420 -1.005 -0.526 0.402
H -3.99403 -2.09265 -2.27654 0.954 -0.251 -0.096
H -3.17125 -1.39246 -1.02971 0.912 -0.367 -0.925
O -3.98534 -1.54199 -1.50255 -1.980 0.527 0.811
H -4.80320 -1.07850 0.15754 0.218 0.233 -0.411
H -4.13228 0.16128 0.87039 0.105 -0.063 -0.384
O -4.78469 -0.53479 0.95095 -0.455 -0.041 0.893
H 0.77040 0.08154 3.65872 -0.421 -0.032 0.321
H 2.00622 -0.75562 3.67190 -0.590 -0.006 0.692
O 1.18225 -0.61658 4.19273 1.005 0.107 -0.999
H -1.22591 0.43907 -1.98892 0.041 -0.068 -0.285
H -0.74200 -0.90574 -1.46070 0.134 -0.038 -0.281
O -1.44738 -0.50389 -1.98151 0.078 -0.178 0.102
H 0.77463 2.17499 2.08204 0.613 -0.716 -0.242
H 2.10178 2.91362 1.49280 -0.072 -0.927 0.131
O 1.26384 2.98520 1.95171 -0.171 1.555 0.043
H 2.84182 -3.16187 -0.18089 -0.206 0.452 -0.664
H 3.08345 -1.82129 -1.07126 -0.736 -0.436 0.247
O 3.43881 -2.44116 -0.42065 1.129 -0.322 0.671
H -0.43647 2.37307 -3.61328 -0.005 -0.170 -0.368
H -0.67520 2.58764 -2.14562 -0.393 -0.981 -0.153
O -0.31840 1.91022 -2.77935 0.375 0.812 0.062



5.
60
Properties=species:S:1:pos:R:3:forces:R:3 method="wB97M-V/def2-TZVPD" homo_lumo_gap_ev=9.10 lumo_ev=-0.299
C 0.45676 2.24384 1.77599 2.647 2.779 -3.128
N 1.14220 1.65680 0.52379 1.459 -0.403 1.556
C 2.69658 1.77370 0.65762 -3.764 1.321 2.739
C 0.98462 0.22543 0.43833 -1.538 -1.043 0.067
C -1.01333 2.68568 1.43854 1.582 0.434 0.605
C -1.95183 1.55921 1.77779 1.862 -1.560 2.916
N -1.12557 3.95610 2.14165 -0.262 0.229 0.608
H 1.26388 3.15250 1.93251 -2.834 -1.694 0.099
H 0.43206 1.69086 2.70196 0.474 -0.587 0.065
H 2.92985 2.83761 0.59794 0.158 0.025 0.842
H 2.84622 1.23695 1.65525 0.985 0.874 -1.446
H 3.12662 1.40522 -0.19933 1.026 -1.705 -1.680
H -0.07918 -0.03904 0.36711 0.171 -0.008 -0.315
H 1.30522 -0.37616 1.31479 0.424 0.530 -0.367
H 1.48027 -0.15358 -0.44253 0.082 -0.124 -0.182
H -1.17618 2.89284 0.37481 0.583 0.175 0.137
H -1.63321 0.63361 1.25430 -0.887 0.632 -0.026
H -1.79831 1.25875 2.90963 -0.391 0.697 -1.772
H -2.96838 1.82010 1.71612 -1.342 0.067 -0.566
H -1.12397 3.88459 3.15880 0.209 -0.378 -0.230
H -1.95980 4.45685 1.93830 -0.830 0.330 -0.456
H -0.38282 -1.88494 2.22648 0.214 0.787 0.938
H -0.80245 -3.32402 2.00006 -0.560 -2.247 1.379
O -0.66105 -2.52175 1.57886 0.348 1.329 -2.044
H -1.64995 -4.33923 -1.96745 0.330 -1.521 -1.264
H -2.29026 -3.05113 -1.77607 -0.064 -0.188 0.322
O -1.79422 -3.72645 -1.28189 -0.082 0.820 1.049
H -0.59297 1.59116 -1.12054 -0.545 0.113 -0.631
H -0.67569 1.38053 -2.58979 2.230 -1.406 -3.336
O -1.18310 1.69869 -1.90644 -1.346 1.259 4.164
H 1.98689 -1.87918 -3.43204 0.364 1.267 2.587
H 2.17625 -1.68236 -1.79876 0.227 -1.374 0.950
O 2.09938 -1.24725 -2.63643 -0.637 0.332 -3.955
H -2.80922 1.22369 -1.93741 -1.115 -1.045 -0.361
H -3.67718 0.30589 -1.16186 -0.468 -1.584 3.575
O -3.60427 0.60862 -2.00999 1.219 2.303 -3.246
H 3.16116 -2.11854 0.31326 0.553 0.773 0.835
H 2.09673 -3.12676 -0.00135 -1.125 -1.283 0.144
O 2.68017 -2.50858 -0.39839 0.322 0.261 -1.478
H -0.76052 3.40797 -2.29443 -0.031 0.449 -0.802
H 0.49228 3.98588 -1.91794 1.173 0.433 0.732
O -0.12875 4.09075 -2.62152 -0.893 -0.553 0.000
H 4.66334 -0.89635 1.12361 0.138 0.275 -0.100
H 4.40514 -2.15301 1.98820 -1.121 2.017 -0.842
O 3.94327 -1.32828 1.59148 1.427 -2.085 1.473
H 1.10400 -0.50377 3.32033 -0.568 0.084 0.132
H -0.19878 0.25531 3.47971 -1.278 2.984 0.288
O 0.13703 -0.58409 3.39766 1.851 -3.526 0.029
H -2.28840 -1.47736 -2.42463 -1.406 -0.691 -1.386
H -3.44601 -1.32208 -3.40929 -0.157 0.058 0.200
O -2.90373 -2.02185 -3.02628 1.581 1.188 1.099
H 0.16776 -4.49957 -0.42552 0.506 0.176 0.636
H 0.89225 -4.40630 0.92718 -0.731 0.796 2.405
O 0.99686 -4.69659 0.06300 -0.044 -0.925 -2.885
H -3.29915 -2.17572 -0.15438 -2.988 -3.623 -1.802
H -2.09299 -1.99393 0.73005 -0.597 0.490 -0.734
O -2.77842 -1.53579 0.17099 3.356 3.443 2.394
H 1.17629 1.99693 -3.46784 0.591 1.014 0.266
H 1.25714 0.44787 -3.42411 0.060 0.169 0.065
O 0.74947 1.20972 -3.75990 -0.546 -1.358 -0.259



6.
60
Properties=species:S:1:pos:R:3:forces:R:3 method="wB97M-V/def2-TZVPD" homo_lumo_gap_ev="9.41 / 4.29" multiplicity=2 lumo_ev="-3.365 / -8.448" charge=+1
C 3.75585 0.68568 1.27089 -2.835 2.265 2.420
C 3.16054 -0.64816 1.68384 2.960 -1.800 -0.071
C 2.05880 -0.88218 0.77401 -2.297 -1.313 -4.300
C 1.24339 -2.12216 1.26147 -2.461 1.695 0.531
N 0.03413 -2.50534 0.40323 3.920 3.089 -2.028
C 0.37962 -3.31621 -0.74788 0.335 -1.846 -1.299
N 2.73206 1.76041 0.94133 6.836 -0.567 5.996
H 4.33337 1.01775 2.13555 0.323 0.339 -0.568
H 4.29811 0.57376 0.42246 2.315 -0.418 -2.265
H 3.97748 -1.50505 1.54412 -1.476 1.801 0.188
H 2.95137 -0.70655 2.73321 -0.597 0.314 0.614
H 1.40074 0.02798 0.64664 0.477 -1.239 0.270
H 2.45671 -1.19502 -0.32662 -1.025 0.793 2.511
H 1.95595 -2.86774 1.30212 0.797 -2.223 0.162
H 0.91493 -1.81610 2.27137 -0.245 -0.546 -0.385
H -0.42506 -1.58410 0.04299 0.352 -1.845 1.196
H 1.41956 -3.74422 -0.76993 -1.001 0.604 0.858
H -0.27477 -4.20939 -0.94131 0.027 0.615 0.786
H 0.28116 -2.82511 -1.73496 -0.181 0.623 0.639
H 2.10978 1.63449 0.32294 -5.478 -0.977 -5.539
H 2.62880 2.54198 1.53014 0.047 0.658 0.534
H -2.69215 -0.42199 -1.01645 -1.726 -1.693 0.114
H -3.46382 -1.84678 -0.83406 0.501 -0.260 0.436
O -3.56529 -0.91033 -0.98765 0.754 1.851 -0.482
H -1.56423 3.68393 2.51902 -1.005 0.768 -1.665
H -2.25247 4.16110 1.03849 -1.838 1.894 -0.154
O -1.63234 3.69389 1.53159 3.223 -1.716 1.713
H -1.52901 0.90006 -1.03743 1.219 2.033 0.878
H -1.17916 2.40197 -0.42565 0.098 -1.627 -0.145
O -1.01753 1.41774 -0.32011 -0.701 -0.182 -1.492
H -1.81693 1.54616 1.28013 0.106 -0.242 0.640
H -0.99351 1.02830 2.42843 -0.844 0.202 0.055
O -1.92781 1.21019 2.19585 0.962 -0.733 0.044
H -0.11113 0.24914 -4.74709 -0.345 -0.963 -1.014
H 0.76353 -0.61156 -4.16008 4.490 -0.566 3.988
O 0.16799 -0.69888 -4.80706 -4.077 1.558 -2.831
H -3.18733 1.76830 -0.10126 0.479 -1.704 -0.287
H -3.41123 2.71673 1.05917 0.114 -0.215 1.089
O -3.58853 2.56620 0.14679 -1.543 1.800 -1.043
H 2.32135 1.03606 -1.84807 -1.414 1.624 -0.881
H 3.23320 0.26463 -1.05268 -0.041 -0.033 -2.717
O 2.93944 0.35509 -2.03123 1.644 -1.150 3.071
H 3.31535 -1.77126 -2.38012 6.418 6.167 2.379
H 2.93652 -3.16683 -2.40543 1.993 -5.775 1.324
O 2.74194 -2.34405 -2.61407 -8.440 -0.538 -3.897
H -3.70016 -0.08388 2.58123 -1.453 1.224 0.406
H -2.72039 -0.92579 2.35439 -0.487 -0.626 1.013
O -3.56698 -0.97890 2.87477 1.958 -0.365 -1.139
H 1.59647 3.41694 -2.87640 0.758 3.544 0.261
H 0.24234 2.56219 -3.07974 2.284 0.790 0.263
O 1.24638 2.58985 -2.97995 -3.126 -4.402 -0.393
H -2.73758 -2.50355 1.77751 0.079 -0.712 -2.492
H -1.67073 -2.55516 0.74411 11.550 2.094 -0.609
O -2.47075 -2.71006 0.80487 -12.685 -2.152 3.438
H 1.86939 1.43399 4.08529 1.966 4.705 -3.418
H 0.98663 0.34033 4.15793 -5.188 -3.641 -3.416
O 1.59391 0.77477 4.58900 3.204 -1.049 6.823
H -1.78117 -0.27372 -3.09072 1.213 -1.982 -0.882
H -3.02887 0.36977 -3.02870 -10.858 -1.773 -1.611
O -2.22113 0.51587 -2.90111 9.967 3.825 2.384



Table of energy above the lowest of the compared OMol25 structures with the same formula, charge and spin (kJ/mol), in record order: 183.3 213.6 268.4 399.0 437.2 677.6